Molecular formula: C17H42F5NNbO6S
Method: DFT, the ωB97M-V functional and the def2-TZVPD basis

max |F|: 6.967 eV/Å
HOMO level: -0.2027 hartree
total charge: -1
frontier orbital gap: 6.7 eV
electronic energy: -2133.149503 a.u.

Each line ends with the Löwdin charge.
Atoms and positions in Å:
N -1.618 -6.539 2.257  -0.07
C -0.837 -5.730 3.268  -0.24
C -1.744 -4.799 4.266  -0.40
O -1.203 -5.026 5.647  -0.16
C -1.678 -3.179 3.890  -0.38
Nb -3.091 -2.597 2.172  1.14
S -5.158 -3.135 3.506  0.53
O -6.323 -2.291 2.857  -0.49
O -4.914 -2.535 4.944  -0.46
C -5.594 -4.954 3.594  -0.31
F -4.744 -5.833 2.723  -0.06
F -5.517 -5.339 5.043  -0.04
C -7.165 -5.288 3.130  -0.16
F -8.169 -4.440 3.811  0.05
F -7.345 -6.754 3.450  0.00
F -7.215 -5.154 1.628  0.01
H -2.464 -6.996 2.662  0.06
H -1.819 -6.015 1.377  0.03
H -0.081 -5.008 2.722  0.12
H -0.233 -6.509 3.927  0.12
H -2.879 -5.081 4.320  0.10
H -1.548 -5.947 5.918  0.10
H -0.563 -2.906 3.607  0.04
H -1.971 -2.488 4.803  0.05
H -3.124 -4.272 1.490  -0.14
H -4.155 -1.994 0.838  -0.17
H -3.105 -0.912 2.866  -0.13
H -1.637 -2.203 1.147  -0.13
C -0.544 1.251 -3.023  -0.08
C -1.443 0.310 -2.241  -0.27
O -1.759 0.783 -0.932  -0.17
C -2.447 2.029 -0.859  -0.28
C -3.791 2.023 -1.565  -0.08
H 0.388 1.434 -2.478  0.06
H -0.301 0.821 -4.001  0.08
H -1.018 2.220 -3.194  0.06
H -0.924 -0.645 -2.110  0.12
H -2.362 0.088 -2.794  0.11
H -1.808 2.836 -1.230  0.10
H -2.611 2.234 0.206  0.12
H -3.688 1.836 -2.636  0.06
H -4.293 2.988 -1.440  0.07
H -4.435 1.237 -1.156  0.09
C 2.531 5.009 2.031  -0.09
C 3.213 3.731 1.575  -0.28
O 2.308 2.760 1.049  -0.15
C 1.552 3.153 -0.093  -0.27
C 2.408 3.521 -1.291  -0.08
H 1.769 4.789 2.786  0.08
H 3.264 5.699 2.462  0.07
H 2.033 5.523 1.206  0.06
H 3.703 3.266 2.436  0.12
H 4.005 3.942 0.847  0.10
H 0.867 3.965 0.169  0.11
H 0.923 2.296 -0.361  0.11
H 3.050 4.381 -1.085  0.06
H 1.777 3.772 -2.150  0.08
H 3.061 2.685 -1.567  0.08
C 6.705 2.859 -2.957  -0.08
C 5.839 1.966 -3.828  -0.28
O 4.814 2.673 -4.525  -0.17
C 5.246 3.689 -5.426  -0.28
C 6.137 3.173 -6.541  -0.09
H 6.089 3.398 -2.229  0.08
H 7.446 2.261 -2.416  0.08
H 7.243 3.605 -3.546  0.06
H 5.334 1.233 -3.190  0.12
H 6.448 1.390 -4.535  0.10
H 5.730 4.501 -4.875  0.10
H 4.340 4.118 -5.870  0.12
H 7.065 2.743 -6.156  0.06
H 6.403 3.985 -7.225  0.08
H 5.625 2.388 -7.109  0.08

---

Molecular formula: C17H43AlF6NO14S9
Method: DFT, the ωB97M-V functional and the def2-TZVPD basis

max |F|: 6.426 eV/Å
HOMO level: -0.3924 hartree
total charge: +1
frontier orbital gap: 8.5 eV
electronic energy: -6206.629206 a.u.

Each line ends with the Löwdin charge.
Atoms and positions in Å:
Al -0.976 2.362 0.052  0.17
O 0.506 -0.981 0.040  0.18
C -0.589 -0.426 0.255  -0.75
O -0.274 0.837 0.399  0.07
O -1.677 -0.957 0.478  0.09
H 0.210 -1.859 -0.334  0.18
C 2.580 4.467 0.361  -0.59
F 1.799 4.797 1.427  0.10
F 3.393 5.444 -0.037  0.17
F 3.398 3.471 0.678  0.16
S 1.394 3.855 -0.978  0.71
O 2.050 2.587 -1.229  -0.25
O 0.116 3.721 -0.286  -0.21
N 1.219 4.849 -2.117  -0.29
S 1.812 5.454 -3.462  0.67
O 0.859 6.476 -3.819  -0.27
O 3.232 5.649 -3.307  -0.27
C 1.476 4.143 -4.857  -0.59
F 0.981 4.877 -5.881  0.11
F 2.445 3.334 -5.376  0.13
F 0.447 3.425 -4.475  0.10
C -3.207 0.522 -2.057  -0.23
S -3.336 2.285 -2.098  1.02
O -2.143 2.739 -1.267  -0.39
C -3.014 2.850 -3.760  -0.18
H -2.179 0.257 -2.369  0.05
H -3.873 -0.066 -2.671  0.05
H -3.317 0.220 -1.013  0.06
H -3.975 2.895 -4.327  0.09
H -2.245 2.166 -4.026  0.04
H -2.777 3.943 -3.569  0.10
C 0.492 -1.136 -4.562  -0.22
S 0.918 0.377 -3.645  0.83
O -0.043 0.406 -2.567  -0.54
C 2.458 -0.091 -2.970  -0.24
H 1.447 -1.472 -5.069  0.08
H -0.304 -0.876 -5.243  0.04
H 0.097 -1.881 -3.886  0.05
H 2.740 0.870 -2.590  0.01
H 3.227 -0.624 -3.465  0.07
H 2.271 -0.609 -2.046  0.05
C 3.613 -1.915 1.363  -0.26
S 4.409 -3.134 0.291  0.80
O 3.666 -3.108 -0.972  -0.57
C 5.961 -2.121 0.029  -0.22
H 3.912 -0.868 1.113  0.06
H 3.909 -2.169 2.346  0.03
H 2.507 -1.955 1.146  0.05
H 6.464 -1.945 0.990  0.06
H 5.600 -1.186 -0.285  0.02
H 6.625 -2.617 -0.643  0.04
C -2.984 -4.202 -1.707  -0.29
S -4.266 -3.024 -1.416  0.80
O -4.390 -2.266 -2.645  -0.54
C -5.469 -4.372 -1.333  -0.26
H -2.893 -4.773 -0.763  0.07
H -2.048 -3.659 -1.780  0.03
H -3.122 -4.741 -2.661  0.08
H -5.099 -5.163 -0.698  0.05
H -5.632 -4.708 -2.386  0.08
H -6.367 -3.928 -0.927  0.04
C -1.425 -0.740 4.392  -0.23
S -1.230 0.567 5.644  0.81
O -1.850 1.796 5.147  -0.55
C -2.207 -0.228 6.885  -0.28
H -0.758 -0.403 3.612  0.04
H -2.411 -0.716 4.030  0.04
H -1.174 -1.692 4.855  0.06
H -3.121 -0.621 6.455  0.05
H -2.371 0.625 7.544  0.05
H -1.685 -1.091 7.347  0.07
C 2.795 -5.760 3.438  -0.27
S 1.039 -5.719 2.992  0.80
O 0.881 -4.498 2.188  -0.58
C 1.160 -7.162 1.839  -0.24
H 3.136 -5.151 4.258  0.05
H 3.385 -5.627 2.536  0.04
H 3.016 -6.745 3.824  0.04
H 1.918 -6.734 1.075  0.08
H 0.272 -7.374 1.273  0.04
H 1.610 -7.960 2.404  0.04
C -1.831 5.675 1.534  -0.21
S -2.070 4.148 2.473  0.99
O -1.637 2.857 1.878  -0.42
C -0.722 4.497 3.584  -0.22
H -1.108 5.545 0.711  0.06
H -1.411 6.476 2.130  0.07
H -2.804 5.867 1.081  0.06
H -0.919 5.434 4.135  0.08
H 0.213 4.624 3.032  0.05
H -0.729 3.664 4.309  0.04

---

Molecular formula: C17H43Br4Cl2N3O3
Method: DFT, the ωB97M-V functional and the def2-TZVPD basis

ΔE to the lowest compared entry with this formula, charge and spin: 0.0 kcal per mole
max |F|: 5.757 eV/Å
HOMO level: -0.3289 hartree
frontier orbital gap: 9.4 eV
electronic energy: -12279.791083 a.u.

Each line ends with the Löwdin charge.
Atoms and positions in Å:
Br -0.853 6.365 41.683  0.58
C -2.836 6.554 41.493  -0.64
C -3.091 7.178 40.131  -0.67
Br -4.967 6.877 39.616  0.72
H -3.212 7.198 42.282  0.06
H -3.176 5.534 41.614  0.04
H -2.432 6.707 39.407  0.04
H -2.942 8.250 40.079  0.05
Br -12.337 2.185 34.072  0.91
C -11.560 2.826 35.795  -0.60
C -10.857 1.681 36.433  -0.70
Br -10.255 2.215 38.234  0.67
H -12.374 3.223 36.397  0.05
H -10.886 3.647 35.571  0.04
H -9.939 1.459 35.886  0.01
H -11.377 0.730 36.493  0.06
C -6.581 2.967 33.707  -0.06
C -7.207 2.600 35.051  -0.39
C -6.899 3.500 36.214  -0.20
O -5.483 3.376 36.462  -0.20
C -5.072 4.120 37.599  -0.15
N -8.699 2.596 34.925  0.01
H -7.098 3.828 33.272  0.08
H -6.735 2.131 33.022  0.07
H -5.513 3.187 33.740  0.08
H -6.915 1.560 35.210  0.13
H -7.379 3.112 37.119  0.10
H -7.191 4.544 36.060  0.13
H -5.483 5.124 37.620  0.01
H -3.994 4.255 37.468  0.09
H -5.182 3.516 38.503  0.10
H -9.035 3.554 35.002  0.07
H -8.941 2.322 33.959  0.04
C -9.466 5.731 43.628  -0.06
C -9.795 5.049 42.290  -0.44
C -9.111 5.837 41.164  -0.19
O -9.209 5.104 39.937  -0.22
C -8.325 5.526 38.939  -0.14
N -9.186 3.737 42.265  0.04
H -10.004 6.679 43.705  0.08
H -8.404 5.958 43.530  0.07
H -9.747 5.171 44.516  0.07
H -10.876 5.014 42.106  0.14
H -8.048 5.923 41.412  0.11
H -9.473 6.856 41.006  0.13
H -8.327 4.655 38.267  0.04
H -7.270 5.582 39.207  0.01
H -8.706 6.335 38.309  0.10
H -9.540 3.122 42.992  0.08
H -9.450 3.249 41.414  0.06
C -11.325 0.443 32.338  -0.19
C -10.403 1.218 31.425  -0.42
C -11.215 1.762 30.242  -0.22
O -10.350 2.359 29.288  -0.21
C -10.958 3.334 28.436  -0.09
N -9.773 2.282 32.196  0.02
H -11.939 -0.249 31.754  0.09
H -12.065 1.080 32.834  -0.22
H -10.799 -0.088 33.129  0.09
H -9.669 0.548 30.970  0.15
H -11.943 2.485 30.635  0.13
H -11.750 0.979 29.694  0.13
H -10.244 3.377 27.616  0.09
H -11.018 4.288 28.965  0.09
H -11.936 2.961 28.123  0.09
H -9.018 2.750 31.702  0.08
H -10.487 3.004 32.293  0.05
C -4.071 -0.217 36.415  -1.03
Cl -2.635 -1.016 37.071  0.50
Cl -4.502 -0.830 34.793  0.48
H -4.927 -0.330 37.073  0.03
H -3.932 0.857 36.322  0.01